Record 1
Entry from OMol25: a 13-piece molecular cluster, C24H80N6O13 overall (ωB97M-V/def2-TZVPD).

Each atom is followed by the atoms it is bonded to, with distances in Å.
Cartesian coordinates (Å):
1 O 3.79975 1.52724 5.37264  H2 0.970, H3 0.964
2 H 3.11019 2.11378 5.02521  O1 0.970
3 H 3.30708 0.81636 5.79751  O1 0.964
4 O 6.20701 3.62614 0.94273  H5 0.973, H6 0.969
5 H 5.97546 3.23393 1.80254  O4 0.973
6 H 5.73562 3.09726 0.28216  O4 0.969
7 O 2.74198 2.14216 -2.81841  H8 0.981, H9 0.964
8 H 3.17812 2.92152 -2.41280  O7 0.981
9 H 1.87152 2.10053 -2.40680  O7 0.964
10 O 5.31188 2.52865 3.39705  H11 0.989, H12 0.965
11 H 4.73043 2.09606 4.06985  O10 0.989
12 H 5.27707 3.46965 3.60808  O10 0.965
13 O 5.02013 1.31627 -0.58181  H14 0.967, H15 0.964
14 H 4.44749 1.06621 -1.32006  O13 0.967
15 H 5.60865 0.56300 -0.45604  O13 0.964
16 O 0.66587 3.59914 -1.43379  H17 0.965, H18 0.963
17 H 0.35939 4.36727 -0.93669  O16 0.965
18 H -0.01404 3.45937 -2.10117  O16 0.963
19 O 3.66728 4.53505 -1.71300  H20 0.964, H21 0.962
20 H 3.93805 5.28314 -2.25720  O19 0.964
21 H 2.96114 4.87652 -1.15597  O19 0.962
22 C 2.63384 2.65276 1.52453  C23 1.505, H28 1.089, H29 1.089, H30 1.094
23 C 1.49560 1.67146 1.60459  C22 1.505, C24 1.519, N27 1.477, H31 1.098
24 C 1.51511 0.71426 0.42503  C23 1.519, O25 1.422, H32 1.097, H33 1.090
25 O 0.49773 -0.27507 0.51918  C24 1.422, C26 1.423
26 C -0.36604 -0.32226 -0.61034  O25 1.423, H34 1.091, H35 1.088, H36 1.095
27 N 1.51327 0.96819 2.90312  C23 1.477, H37 1.013, H38 1.019
28 H 3.54439 2.06325 1.61945  C22 1.089
29 H 2.57306 3.47516 2.23635  C22 1.089
30 H 2.53738 3.17019 0.56563  C22 1.094
31 H 0.57020 2.26204 1.58144  C23 1.098
32 H 2.50775 0.25105 0.47511  C24 1.097
33 H 1.49263 1.30622 -0.48994  C24 1.090
34 H -0.78638 0.62230 -0.95933  C26 1.091
35 H -1.15982 -1.03026 -0.38221  C26 1.088
36 H 0.20939 -0.77411 -1.42527  C26 1.095
37 H 0.70442 0.37136 3.02654  N27 1.013
38 H 2.32205 0.35049 2.85271  N27 1.019
39 C -1.57378 -0.19136 4.59592  C40 1.508, H45 1.096, H46 1.090, H47 1.091
40 C -2.15686 -0.30795 3.21055  C39 1.508, C41 1.510, N44 1.491, H48 1.100
41 C -2.51636 -1.73182 2.85949  C40 1.510, O42 1.405, H49 1.102, H50 1.098
42 O -2.75294 -1.94033 1.49029  C41 1.405, C43 1.400
43 C -2.80236 -3.29710 1.15022  O42 1.400, H51 1.086, H52 1.096, H53 1.101
44 N -3.31612 0.62953 3.23478  C40 1.491, H54 1.020, H55 1.022
45 H -0.70576 -0.85294 4.69875  C39 1.096
46 H -2.25097 -0.45938 5.40733  C39 1.090
47 H -1.22903 0.82557 4.79082  C39 1.091
48 H -1.40568 0.04443 2.48887  C40 1.100
49 H -3.43894 -2.01333 3.39306  C41 1.102
50 H -1.75824 -2.42349 3.25098  C41 1.098
51 H -2.91645 -3.47422 0.08531  C43 1.086
52 H -3.55808 -3.83361 1.73602  C43 1.096
53 H -1.87462 -3.82544 1.41915  C43 1.101
54 H -3.76708 0.74195 2.32697  N44 1.020
55 H -2.76052 1.48617 3.28158  N44 1.022
56 C 4.28286 -1.67476 -3.77502  C57 1.549, H62 1.095, H63 1.091, H64 1.092
57 C 3.51101 -0.82156 -4.81213  C56 1.549, C58 1.500, N61 1.471, H65 1.093
58 C 2.04987 -0.72936 -4.48554  C57 1.500, O59 1.436, H66 1.098, H67 1.095
59 O 1.41406 -1.96218 -4.85553  C58 1.436, C60 1.410
60 C 0.01466 -1.81901 -4.76481  O59 1.410, H68 1.090, H69 1.097, H70 1.093
61 N 4.11162 0.52093 -4.80741  C57 1.471, H71 1.021, H72 1.007
62 H 4.48411 -1.10054 -2.86410  C56 1.095
63 H 5.27711 -1.90093 -4.16204  C56 1.091
64 H 3.71844 -2.55296 -3.45331  C56 1.092
65 H 3.74239 -1.28187 -5.77555  C57 1.093
66 H 1.57681 0.03917 -5.11104  C58 1.098
67 H 1.82899 -0.51872 -3.43426  C58 1.095
68 H -0.44398 -2.80195 -4.87643  C60 1.090
69 H -0.36432 -1.24042 -5.61595  C60 1.097
70 H -0.32940 -1.36095 -3.83421  C60 1.093
71 H 3.48547 1.14222 -4.29289  N61 1.021
72 H 5.02718 0.58192 -4.39201  N61 1.007
73 C 5.27610 -3.72137 2.23476  C74 1.541, H79 1.092, H80 1.090, H81 1.098
74 C 3.84559 -3.31042 2.63461  C73 1.541, C75 1.517, N78 1.460, H82 1.095
75 C 2.80497 -4.22372 2.01366  C74 1.517, O76 1.403, H83 1.097, H84 1.094
76 O 2.88117 -4.32439 0.61666  C75 1.403, C77 1.426
77 C 2.32424 -3.18355 -0.03306  O76 1.426, H85 1.092, H86 1.092, H87 1.087
78 N 3.78764 -3.28837 4.09347  C74 1.460, H88 1.008, H89 1.013
79 H 5.56538 -4.69910 2.62571  C73 1.092
80 H 6.01488 -2.96830 2.50930  C73 1.090
81 H 5.37782 -3.82040 1.14578  C73 1.098
82 H 3.79452 -2.25324 2.35456  C74 1.095
83 H 1.78097 -3.95751 2.30322  C75 1.097
84 H 2.93729 -5.22083 2.44380  C75 1.094
85 H 2.81308 -2.28513 0.34816  C77 1.092
86 H 1.25745 -3.16194 0.19740  C77 1.092
87 H 2.47001 -3.22088 -1.10911  C77 1.087
88 H 4.51239 -2.73865 4.52799  N78 1.008
89 H 3.83776 -4.20977 4.51196  N78 1.013
90 C -5.59101 3.07209 2.21094  C91 1.540, H96 1.096, H97 1.087, H98 1.086
91 C -5.02519 3.65200 0.90077  C90 1.540, C92 1.514, N95 1.475, H99 1.098
92 C -3.82287 2.95518 0.29879  C91 1.514, O93 1.424, H100 1.094, H101 1.095
93 O -3.28932 3.78192 -0.73067  C92 1.424, C94 1.393
94 C -2.51431 3.03757 -1.61638  O93 1.393, H102 1.095, H103 1.096, H104 1.097
95 N -6.14405 3.72093 -0.05819  C91 1.475, H105 1.017, H106 1.012
96 H -4.71784 2.88252 2.84481  C90 1.096
97 H -6.07719 2.10909 2.07355  C90 1.087
98 H -6.17023 3.84887 2.70162  C90 1.086
99 H -4.74993 4.67931 1.17366  C91 1.098
100 H -4.15564 1.95939 -0.01036  C92 1.094
101 H -3.02849 2.90676 1.05073  C92 1.095
102 H -1.54933 2.70265 -1.22122  C94 1.095
103 H -2.24193 3.59040 -2.52280  C94 1.096
104 H -3.06800 2.16793 -1.99066  C94 1.097
105 H -5.79717 4.08017 -0.94365  N95 1.017
106 H -6.83656 4.38504 0.26415  N95 1.012
107 C -3.37269 -1.28817 -2.19563  C108 1.533, H113 1.093, H114 1.089, H115 1.089
108 C -4.74547 -1.36581 -2.87428  C107 1.533, C109 1.523, N112 1.479, H116 1.093
109 C -5.90591 -1.86248 -2.02264  C108 1.523, O110 1.421, H117 1.095, H118 1.100
110 O -5.59896 -3.02669 -1.26874  C109 1.421, C111 1.419
111 C -6.38438 -4.16259 -1.59696  O110 1.419, H119 1.087, H120 1.092, H121 1.098
112 N -5.05901 0.00214 -3.34092  C108 1.479, H122 1.021, H123 1.020
113 H -3.27895 -0.45036 -1.50051  C107 1.093
114 H -2.61716 -1.07850 -2.95116  C107 1.089
115 H -3.28109 -2.23497 -1.66609  C107 1.089
116 H -4.64943 -1.97483 -3.77716  C108 1.093
117 H -6.87025 -1.87172 -2.54082  C109 1.095
118 H -6.08965 -1.11020 -1.24192  C109 1.100
119 H -6.20748 -5.01678 -0.94862  C111 1.087
120 H -6.23178 -4.36546 -2.65900  C111 1.092
121 H -7.44811 -3.94603 -1.43346  C111 1.098
122 H -6.05434 0.06042 -3.56119  N112 1.021
123 H -5.01536 0.63576 -2.54333  N112 1.020

As for the spin multiplicity: 1. The electronic energy comes out at -2268.895767 Eh.

Here are the Löwdin charges for atoms 1 to 2, given in e:
1. O -0.055
2. H 0.050

=====

Record 2
Entry from OMol25: a 16-piece molecular cluster, C24H80N8O16 overall (ωB97M-V/def2-TZVPD).

Each atom is followed by the atoms it is bonded to, with distances in Å.
Cartesian coordinates (Å):
1 C 1.09300 1.03934 4.46322  C2 1.567, H4 1.087, H5 1.115, H6 1.070
2 C 2.49513 1.01812 3.76438  C1 1.567, O3 1.407, H7 1.031, H8 1.083
3 O 2.28436 1.89265 2.68193  C2 1.407, H9 0.933
4 H 0.98348 2.02619 4.90646  C1 1.087
5 H 1.10938 0.39210 5.37150  C1 1.115
6 H 0.28669 0.73322 3.83052  C1 1.070
7 H 2.66397 0.06824 3.40071  C2 1.031
8 H 3.29422 1.27522 4.44842  C2 1.083
9 H 3.12790 2.12943 2.36157  O3 0.933
10 C -2.69536 3.90249 -0.68961  C11 1.572, H13 1.068, H14 1.122, H15 1.076
11 C -2.82202 3.45175 0.81122  C10 1.572, O12 1.421, H16 1.125, H17 1.076
12 O -1.50058 3.49877 1.33234  C11 1.421, H18 0.993
13 H -3.63303 3.94613 -1.19903  C10 1.068
14 H -2.11950 3.12239 -1.25509  C10 1.122
15 H -2.24749 4.87600 -0.78970  C10 1.076
16 H -3.35416 2.46446 0.90102  C11 1.125
17 H -3.49565 4.10389 1.33827  C11 1.076
18 H -1.43122 4.43695 1.64884  O12 0.993
19 C -1.45849 2.14777 -3.59787  C20 1.545, H22 1.058, H23 1.088, H24 1.104
20 C -1.07734 1.97896 -5.08540  C19 1.545, O21 1.418, H25 1.064, H26 1.099
21 O -0.08471 2.87656 -5.55409  C20 1.418, H27 0.974
22 H -1.86601 3.09577 -3.36447  C19 1.058
23 H -0.53775 2.02565 -3.03150  C19 1.088
24 H -2.21093 1.44747 -3.19531  C19 1.104
25 H -1.93402 2.18432 -5.68267  C20 1.064
26 H -0.69254 0.96868 -5.28289  C20 1.099
27 H -0.61754 3.68679 -5.64873  O21 0.974
28 C -2.35090 -1.53249 -5.00199  C29 1.565, H31 1.079, H32 1.069, H33 1.101
29 C -2.64600 -1.45690 -3.46696  C28 1.565, O30 1.350, H34 1.084, H35 1.095
30 O -2.68956 -2.65751 -2.85166  C29 1.350, H36 0.961
31 H -3.01174 -2.11313 -5.62675  C28 1.079
32 H -1.39391 -2.00658 -5.04167  C28 1.069
33 H -2.27954 -0.48912 -5.34769  C28 1.101
34 H -3.61251 -0.98447 -3.33107  C29 1.084
35 H -1.98006 -0.79363 -2.90606  C29 1.095
36 H -3.10382 -2.47228 -2.00503  O30 0.961
37 C 0.81001 -0.79451 -3.29167  C38 1.522, H40 1.074, H41 1.090, H42 1.060
38 C 1.99794 0.07157 -3.68375  C37 1.522, O39 1.380, H43 1.120, H44 1.060
39 O 1.91285 0.38447 -5.02553  C38 1.380, H45 0.958
40 H 1.03542 -1.59208 -2.60874  C37 1.074
41 H 0.35130 -1.32431 -4.12693  C37 1.090
42 H 0.02163 -0.28067 -2.80465  C37 1.060
43 H 2.95033 -0.49688 -3.53130  C38 1.120
44 H 2.08411 0.97908 -3.14193  C38 1.060
45 H 1.92154 -0.45193 -5.49340  O39 0.958
46 C 3.14784 -3.10937 -2.03388  C47 1.502, H49 1.100, H50 1.117, H51 1.100
47 C 4.11304 -4.08492 -1.42399  C46 1.502, O48 1.383, H52 1.092, H53 1.117
48 O 5.08050 -3.47393 -0.64667  C47 1.383, H54 0.994
49 H 2.29579 -3.65526 -2.46580  C46 1.100
50 H 3.67019 -2.46668 -2.78316  C46 1.117
51 H 2.68512 -2.48991 -1.25122  C46 1.100
52 H 4.62968 -4.65217 -2.20150  C47 1.092
53 H 3.55630 -4.80537 -0.77611  C47 1.117
54 H 5.72369 -4.21460 -0.48744  O48 0.994
55 C -3.77714 1.27650 3.82832  C56 1.491, H58 1.122, H59 1.134, H60 1.103
56 C -2.44474 1.94180 3.89856  C55 1.491, O57 1.380, H61 1.070, H62 1.040
57 O -1.86216 1.88042 5.14846  C56 1.380, H63 0.933
58 H -3.72747 0.21444 4.18686  C55 1.122
59 H -4.15511 1.17214 2.76407  C55 1.134
60 H -4.56757 1.68356 4.48136  C55 1.103
61 H -2.58106 2.97089 3.64111  C56 1.070
62 H -1.72726 1.53399 3.26646  C56 1.040
63 H -1.10355 2.42246 5.11302  O57 0.933
64 C 3.82032 0.49898 -0.50421  C65 1.468, H67 1.135, H68 1.101, H69 1.051
65 C 5.12349 -0.00236 -0.05218  C64 1.468, O66 1.399, H70 1.116, H71 1.089
66 O 5.74812 -0.80613 -1.01211  C65 1.399, H72 0.967
67 H 3.18564 0.85545 0.36620  C64 1.135
68 H 3.28407 -0.31067 -1.02363  C64 1.101
69 H 3.95829 1.32571 -1.13814  C64 1.051
70 H 5.05928 -0.63929 0.86202  C65 1.116
71 H 5.75828 0.84035 0.21781  C65 1.089
72 H 5.13838 -1.54969 -1.11795  O66 0.967
73 C -4.64192 -0.12375 -0.33831  O74 1.388, N75 1.252, N76 1.290
74 O -5.85646 -0.72255 -0.64161  C73 1.388
75 N -4.12049 -0.39812 0.76582  C73 1.252, H77 1.101, H78 1.008
76 N -4.00987 0.67585 -1.12881  C73 1.290, H79 1.040, H80 1.006
77 H -4.78064 -1.01879 1.39174  N75 1.101
78 H -3.33480 0.06408 1.19530  N75 1.008
79 H -4.43349 0.83011 -2.06616  N76 1.040
80 H -3.02859 0.84409 -0.98674  N76 1.006
81 C 3.01190 -2.68766 2.08142  O82 1.372, N83 1.311, N84 1.305
82 O 2.78774 -1.53766 1.36758  C81 1.372
83 N 2.22150 -3.00894 3.07619  C81 1.311, H85 1.052, H86 1.027
84 N 3.96837 -3.54898 1.86482  C81 1.305, H87 1.032, H88 1.014
85 H 1.37282 -2.39535 3.17903  N83 1.052
86 H 2.36372 -3.72859 3.79470  N83 1.027
87 H 4.47984 -3.40088 0.98059  N84 1.032
88 H 4.09505 -4.37919 2.43266  N84 1.014
89 C -3.36242 -3.59266 0.10876  O90 1.341, N91 1.296, N92 1.273
90 O -2.81191 -4.80930 0.23145  C89 1.341
91 N -4.63996 -3.37717 0.13801  C89 1.296, H93 1.057, H94 1.012
92 N -2.65394 -2.54242 -0.01662  C89 1.273, H95 1.026, H96 1.050
93 H -5.16402 -4.29155 0.05635  N91 1.057
94 H -5.13799 -2.57270 -0.22092  N91 1.012
95 H -1.63839 -2.58124 -0.15692  N92 1.026
96 H -3.10840 -1.61638 0.17709  N92 1.050
97 C -0.26127 0.42678 0.20654  O98 1.398, N99 1.280, N100 1.320
98 O -1.40514 0.74143 -0.53229  C97 1.398
99 N 0.43389 -0.64289 0.10363  C97 1.280, H101 0.998, H102 1.050
100 N 0.22082 1.29248 1.07807  C97 1.320, H103 1.035, H104 1.064
101 H -0.00697 -1.45390 -0.27589  N99 0.998
102 H 1.36859 -0.78023 0.56141  N99 1.050
103 H -0.37590 2.13826 1.08968  N100 1.035
104 H 1.04472 1.28830 1.75102  N100 1.064
105 C 0.45185 -3.92431 -0.04653  O106 1.412, H107 1.048, H108 1.109, H109 1.115
106 O -0.11162 -2.97047 -0.92140  C105 1.412, H110 0.964
107 H -0.22583 -4.70909 0.10633  C105 1.048
108 H 0.77290 -3.53522 0.94139  C105 1.109
109 H 1.34092 -4.41020 -0.51277  C105 1.115
110 H -0.26177 -3.44373 -1.74753  O106 0.964
111 C 0.97453 3.89345 -0.63394  O112 1.407, H113 1.080, H114 1.065, H115 1.121
112 O 1.36350 2.59002 -0.99441  C111 1.407, H116 0.909
113 H 1.71379 4.63744 -0.89340  C111 1.080
114 H 1.00792 3.96553 0.42780  C111 1.065
115 H -0.02709 4.15023 -1.06806  C111 1.121
116 H 1.06148 2.08792 -0.29913  O112 0.909
117 C 2.35731 4.92318 3.74142  O118 1.358, H119 1.102, H120 1.080, H121 1.087
118 O 1.26222 4.47211 3.07726  C117 1.358, H122 0.992
119 H 2.33411 4.67525 4.81528  C117 1.102
120 H 2.30764 5.99590 3.62617  C117 1.080
121 H 3.26194 4.53693 3.27776  C117 1.087
122 H 1.39503 3.49563 2.96650  O118 0.992
123 C -1.49852 -1.54002 2.91096  O124 1.404, H125 1.102, H126 1.138, H127 1.144
124 O -0.14992 -1.51648 2.52055  C123 1.404, H128 0.978
125 H -1.83314 -2.57883 2.76066  C123 1.102
126 H -2.13974 -0.72052 2.45031  C123 1.138
127 H -1.55751 -1.34995 4.03716  C123 1.144
128 H -0.00519 -0.94952 1.73648  O124 0.978

As for the spin multiplicity: 1. The electronic energy comes out at -2604.117996 Eh.

Here are the Löwdin charges for atoms 1 to 2, given in e:
1. C -0.043
2. C -0.221

=====

Short version: relative energy (zero: lowest compared OMol25 entry of this formula, charge and spin) = 1.1657 0.0000 eV, in the order given.
Short version: frontier orbital gap = 8.45 8.68 eV, in the order given.